Entry 1:
{"formula": "C16H13CuF2NO10", "method": "the ωB97M-V functional and the def2-TZVPD basis", "total_energy_ev": -88842.4673, "total_charge": -1, "gap_ev": 5.043, "e_above_lowest_kcal_mol": 21.8, "symbols": ["Cu", "C", "C", "C", "O", "C", "C", "C", "O", "O", "O", "H", "H", "C", "C", "O", "C", "O", "O", "F", "H", "H", "H", "C", "C", "O", "C", "O", "O", "F", "H", "H", "H", "N", "C", "C", "C", "C", "H", "H", "H", "H", "H"], "positions_angstrom": [[0.02, 0.57, -0.20], [-0.87, -3.77, -0.41], [-1.25, -4.76, 0.58], [-1.41, -4.23, 2.05], [-2.10, -4.88, 2.84], [-0.91, -2.93, 2.33], [-0.43, -2.08, 1.35], [-0.55, -2.46, -0.11], [-0.42, -1.64, -1.09], [-0.07, -0.89, 1.70], [-1.49, -5.93, 0.31], [-1.03, -4.10, -1.43], [-0.90, -2.54, 3.34], [-4.36, -0.36, -1.49], [-5.07, 0.95, -1.70], [-3.96, 1.82, -1.91], [-2.91, 1.30, -1.20], [-1.84, 1.82, -1.08], [-3.17, 0.06, -0.84], [-5.66, 1.34, -0.51], [-4.08, -0.95, -2.36], [-4.89, -1.06, -0.84], [-5.88, 0.95, -2.42], [5.62, 0.80, 0.02], [5.73, 0.04, -1.28], [4.51, -0.65, -1.35], [3.59, 0.02, -0.62], [2.43, -0.17, -0.65], [4.20, 0.95, 0.16], [6.76, -0.86, -1.27], [6.05, 1.79, -0.08], [5.99, 0.26, 0.89], [5.88, 0.68, -2.15], [-0.74, 3.61, 1.10], [-0.26, 2.63, 1.92], [0.94, 2.25, 1.40], [1.22, 3.01, 0.22], [0.09, 3.81, 0.03], [-1.62, 4.06, 1.22], [-0.82, 2.39, 2.81], [1.62, 1.51, 1.80], [2.07, 2.96, -0.45], [-0.03, 4.66, -0.61]]}

***

Entry 2:
{"formula": "C20H24N4O2", "method": "the ωB97M-V functional and the def2-TZVPD basis", "total_energy_ev": -31185.5690, "total_charge": 0, "gap_ev": 8.389, "smiles": "CCc1nn(CC(=O)N2CCCCCC2)c(=O)c2cc3ccccc3n12", "e_above_lowest_kcal_mol": 38.7, "symbols": ["C", "H", "H", "C", "C", "N", "N", "C", "O", "C", "C", "C", "C", "C", "C", "C", "C", "N", "H", "H", "H", "H", "H", "C", "H", "H", "C", "O", "N", "C", "H", "C", "C", "H", "H", "C", "H", "H", "C", "H", "H", "C", "H", "H", "H", "H", "H", "H", "H", "H"], "positions_angstrom": [[-2.25, 0.85, -3.24], [-3.05, 1.05, -3.95], [-1.30, 1.08, -3.71], [-2.46, 1.68, -1.97], [-1.34, 1.44, -1.00], [-1.59, 0.62, -0.05], [-0.66, 0.28, 0.86], [0.61, 0.80, 0.89], [1.42, 0.47, 1.75], [0.88, 1.74, -0.18], [2.02, 2.44, -0.45], [1.77, 3.21, -1.60], [2.56, 4.11, -2.32], [2.03, 4.73, -3.42], [0.72, 4.46, -3.83], [-0.09, 3.58, -3.14], [0.43, 2.95, -2.02], [-0.10, 2.04, -1.13], [-1.09, 3.40, -3.50], [0.33, 4.96, -4.70], [2.63, 5.42, -3.99], [3.57, 4.31, -2.00], [2.93, 2.40, 0.12], [-1.10, -0.69, 1.84], [-0.42, -0.66, 2.69], [-2.11, -0.40, 2.16], [-1.24, -2.09, 1.21], [-2.29, -2.41, 0.69], [-0.16, -2.90, 1.24], [1.09, -2.64, 1.90], [1.87, -3.15, 1.32], [1.10, -3.14, 3.37], [-0.15, -3.93, 3.74], [-0.16, -4.08, 4.83], [-1.04, -3.34, 3.50], [-0.24, -5.30, 3.06], [0.33, -6.03, 3.64], [-1.29, -5.63, 3.08], [0.27, -5.33, 1.62], [1.36, -5.23, 1.63], [0.04, -6.30, 1.18], [-0.34, -4.25, 0.73], [-1.41, -4.41, 0.62], [0.12, -4.32, -0.27], [1.98, -3.76, 3.55], [1.17, -2.28, 4.04], [1.32, -1.58, 1.87], [-2.54, 2.74, -2.20], [-3.38, 1.36, -1.48], [-2.26, -0.21, -2.99]]}

***

Entry 3:
{"formula": "C6H10O", "method": "the ωB97M-V functional and the def2-TZVPD basis", "total_energy_ev": -8427.5740, "total_charge": 0, "gap_ev": 7.801, "e_above_lowest_kcal_mol": 84.5, "symbols": ["C", "O", "C", "C", "C", "C", "C", "H", "H", "H", "H", "H", "H", "H", "H", "H", "H"], "positions_angstrom": [[-2.40, 0.02, -0.70], [-1.60, -0.16, 0.48], [-0.29, -0.11, 0.49], [2.04, -0.03, -0.41], [0.23, -0.61, 1.80], [0.56, 0.34, -0.53], [0.00, 1.25, -1.43], [-1.95, -0.51, -1.54], [-3.37, -0.41, -0.43], [-2.46, 1.08, -0.96], [2.19, -1.11, -0.32], [2.53, 0.45, 0.44], [2.56, 0.30, -1.32], [1.05, 0.02, 2.16], [0.63, -1.63, 1.68], [-0.57, -0.64, 2.55], [0.84, 1.74, -1.97]]}

***

Entry 4:
{"formula": "C27H28IN3O2Pt", "method": "the ωB97M-V functional and the def2-TZVPD basis", "multiplicity": 3, "s2": 2.009, "total_energy_ev": -48364.0456, "total_charge": 0, "gap_ev": [5.502, 3.271], "e_above_lowest_kcal_mol": 18.5, "symbols": ["C", "C", "H", "H", "H", "H", "H", "H", "C", "C", "C", "C", "H", "H", "H", "H", "N", "C", "C", "N", "C", "C", "C", "H", "H", "C", "H", "H", "Pt", "I", "C", "C", "C", "C", "C", "C", "N", "C", "C", "C", "C", "C", "C", "C", "O", "O", "C", "C", "H", "H", "H", "H", "H", "H", "H", "H", "H", "H", "H", "H", "H", "H"], "positions_angstrom": [[0.71, 1.50, -0.06], [1.01, -1.56, -0.40], [1.61, 2.10, -0.23], [0.79, 0.95, 0.89], [-0.19, 2.15, -0.02], [1.70, -2.21, -0.96], [1.54, -1.18, 0.48], [0.11, -2.11, -0.07], [0.21, 2.69, -2.96], [0.28, 3.49, -4.10], [0.17, 2.93, -5.37], [-0.02, 1.56, -5.46], [0.34, 3.05, -1.94], [0.43, 4.56, -3.94], [0.23, 3.55, -6.27], [-0.11, 1.02, -6.40], [0.04, 1.36, -3.07], [-0.08, 0.78, -4.30], [-0.22, -0.67, -4.28], [-0.21, -1.22, -3.04], [-0.43, -2.54, -2.89], [-0.44, -2.84, -5.29], [-0.51, -3.38, -4.01], [-0.51, -2.91, -1.88], [-0.62, -4.44, -3.82], [-0.34, -1.46, -5.43], [-0.31, -0.95, -6.39], [-0.48, -3.50, -6.17], [0.35, 0.05, -1.47], [2.99, 0.17, -2.03], [3.46, 0.34, 3.83], [2.36, -0.66, 3.51], [2.74, -1.99, 3.37], [1.80, -2.99, 3.12], [0.49, -2.64, 2.90], [0.10, -1.28, 2.93], [-1.11, -1.03, 2.32], [-1.99, 0.02, 2.53], [-2.26, 0.52, 3.81], [-3.04, 1.67, 3.98], [-3.49, 2.34, 2.83], [-3.29, 1.78, 1.55], [-2.60, 0.58, 1.40], [-2.43, -0.22, 0.10], [-2.81, -1.42, 0.14], [-1.90, 0.40, -0.91], [1.02, -0.26, 3.32], [0.64, 1.18, 3.52], [3.51, 1.14, 3.07], [3.32, 0.81, 4.81], [4.44, -0.15, 3.84], [3.79, -2.26, 3.46], [2.08, -4.03, 3.09], [-0.27, -3.38, 2.63], [-1.47, -1.76, 1.71], [-1.84, 0.00, 4.67], [-3.27, 2.07, 4.97], [-3.99, 3.30, 2.93], [-3.68, 2.26, 0.65], [0.10, 1.62, 2.68], [0.03, 1.29, 4.43], [1.52, 1.81, 3.69]]}

***

Entry 5:
{"formula": "C35H32NO2P2S3W", "method": "the ωB97M-V functional and the def2-TZVPD basis", "total_energy_ev": -95303.6729, "total_charge": 1, "gap_ev": [5.955, 5.876], "e_above_lowest_kcal_mol": 19.9, "symbols": ["W", "S", "P", "C", "P", "S", "C", "C", "C", "C", "C", "C", "C", "C", "C", "C", "C", "C", "C", "C", "C", "C", "C", "C", "C", "C", "C", "C", "C", "C", "H", "H", "H", "H", "H", "H", "H", "H", "H", "H", "H", "H", "H", "H", "H", "H", "H", "H", "H", "H", "O", "S", "N", "C", "C", "C", "C", "C", "C", "C", "O", "C", "C", "C", "H", "H", "H", "H", "H", "H", "H", "H", "H", "H", "H", "H"], "positions_angstrom": [[0.12, 0.27, 1.03], [2.42, 1.10, 0.25], [2.08, -0.25, -1.21], [0.55, -0.81, -0.71], [-0.21, -2.30, -0.37], [-1.69, -1.45, 0.72], [0.64, -3.51, 0.64], [0.09, -4.79, 0.72], [0.66, -5.74, 1.55], [1.79, -5.42, 2.30], [2.34, -4.16, 2.22], [1.77, -3.20, 1.39], [-0.79, -3.21, -1.81], [-2.10, -3.02, -2.25], [-2.54, -3.64, -3.41], [-1.67, -4.43, -4.15], [-0.36, -4.62, -3.72], [0.08, -4.01, -2.55], [3.53, -1.29, -1.43], [3.57, -2.67, -1.27], [4.76, -3.36, -1.46], [5.91, -2.68, -1.81], [5.88, -1.30, -1.99], [4.70, -0.61, -1.80], [1.88, 0.52, -2.82], [1.27, -0.23, -3.83], [1.11, 0.32, -5.09], [1.55, 1.61, -5.35], [2.14, 2.36, -4.34], [2.31, 1.81, -3.07], [-0.79, -5.05, 0.14], [0.22, -6.73, 1.61], [2.23, -6.17, 2.95], [3.22, -3.91, 2.80], [2.21, -2.21, 1.34], [-2.77, -2.39, -1.68], [-3.56, -3.50, -3.75], [-2.01, -4.90, -5.06], [0.31, -5.24, -4.29], [1.09, -4.19, -2.21], [2.68, -3.21, -1.01], [4.78, -4.44, -1.33], [6.84, -3.22, -1.95], [6.78, -0.77, -2.27], [4.68, 0.47, -1.94], [0.92, -1.24, -3.64], [0.64, -0.26, -5.88], [1.42, 2.04, -6.33], [2.48, 3.37, -4.54], [2.76, 2.40, -2.28], [-1.35, 0.70, 2.46], [-0.55, -0.14, 3.58], [0.69, -0.54, 2.68], [1.18, 7.83, 3.20], [0.70, 6.59, 2.49], [1.08, 5.33, 2.92], [0.66, 4.17, 2.29], [1.14, 2.88, 2.88], [-0.19, 4.30, 1.15], [-0.65, 3.24, 0.30], [-0.45, 2.01, 0.35], [-0.61, 5.60, 0.72], [-1.56, 5.82, -0.44], [-0.16, 6.71, 1.40], [1.70, 7.59, 4.12], [0.34, 8.49, 3.43], [1.87, 8.38, 2.56], [1.73, 5.24, 3.78], [0.88, 2.81, 3.94], [2.21, 2.76, 2.77], [0.65, 2.05, 2.39], [-1.23, 3.54, -0.57], [-1.08, 5.61, -1.39], [-1.87, 6.86, -0.46], [-2.46, 5.22, -0.37], [-0.48, 7.69, 1.08]]}

***

Entry 6:
{"formula": "BeFNO3S2", "method": "the ωB97M-V functional and the def2-TZVPD basis", "total_energy_ev": -32421.3001, "total_charge": 0, "gap_ev": 8.697, "e_above_lowest_kcal_mol": 21.3, "symbols": ["Be", "F", "N", "S", "O", "O", "S", "O"], "positions_angstrom": [[-0.33, 1.42, 0.71], [-1.87, 0.76, 1.27], [0.16, -1.15, -0.23], [1.62, -0.38, 0.32], [2.48, -0.41, -0.89], [1.17, 1.12, 0.55], [-1.05, -0.28, -0.62], [-2.18, -1.08, -1.10]]}

***

Entry 7:
{"formula": "CHN2", "method": "the ωB97M-V functional and the def2-TZVPD basis", "total_energy_ev": -4020.3098, "total_charge": 1, "gap_ev": 11.774, "smiles": "C1=[N+]=N1", "e_above_lowest_kcal_mol": 0.0, "symbols": ["C", "N", "N", "H"], "positions_angstrom": [[0.12, 0.29, 0.04], [0.27, -0.93, -0.46], [-0.81, -0.63, 0.25], [0.42, 1.27, 0.17]]}